# C59H50ClGeO5P2Ti

C59H50ClGeO5P2Ti as an isolated structure at a distorted geometry (ωB97M-V/def2-TZVPD, OMol25).

XYZ file:
```
119
Properties=species:S:1:pos:R:3:forces:R:3:mulliken_charge:R:1
Ti 1.519 -0.337 0.410 1.922 1.137 0.119 0.1787
C 0.198 -3.887 7.697 -0.586 -0.517 0.334 -0.5267
C 0.409 -4.329 6.400 0.940 -0.627 -0.568 -0.5117
C 1.047 -3.526 5.443 -1.533 -1.019 0.647 -0.4702
C 1.146 -2.180 5.743 -0.060 1.004 -1.231 0.4135
C 1.011 -1.703 7.055 -0.021 -1.346 0.148 -0.4683
C 0.549 -2.596 8.041 1.134 0.966 -0.143 -0.5813
P 1.413 -1.065 4.301 1.890 0.658 -0.671 -0.3541
C 0.709 0.498 4.895 1.386 0.073 0.663 0.5147
C 1.498 1.665 4.821 -1.697 0.805 0.098 -0.5868
C 0.856 2.866 5.219 0.319 -0.743 -0.282 -0.5151
C -0.485 2.869 5.646 1.130 1.861 -0.448 -0.5477
C -1.152 1.702 5.857 0.684 -1.044 -0.179 -0.7570
C -0.483 0.509 5.576 -0.952 0.652 -0.021 -0.1289
C 0.297 -1.610 2.953 -0.222 -1.184 0.532 0.6305
C -0.844 -2.267 3.362 -2.256 0.273 0.735 0.4768
C -1.762 -2.778 2.433 0.217 -0.699 -0.445 -0.8764
C -1.349 -2.960 1.093 0.104 0.188 -0.243 -0.6260
C -0.104 -2.433 0.672 -1.493 -0.108 1.652 -0.5672
C 0.614 -1.607 1.570 -0.277 -1.097 0.591 0.1058
H -0.245 -4.555 8.454 0.298 0.345 -0.477 0.3345
H 0.171 -5.350 6.098 -0.020 0.162 0.312 0.3868
H 1.216 -3.963 4.447 -0.010 0.623 0.448 0.3647
H 1.343 -0.693 7.259 -0.388 0.023 0.220 0.5792
H 0.605 -2.306 9.087 -0.402 0.083 -0.129 0.3716
H 2.511 1.627 4.417 -0.335 0.063 0.063 0.4030
H 1.372 3.820 5.180 0.076 -0.129 -0.124 0.3556
H -0.939 3.868 5.792 0.093 -0.799 0.116 0.3057
H -2.143 1.694 6.222 -0.898 -0.034 0.515 0.4923
H -0.867 -0.430 5.922 -0.613 -0.305 -0.281 0.3772
H -1.156 -2.262 4.442 0.354 -0.076 -1.111 0.1234
H -2.757 -3.137 2.735 0.604 0.121 -0.017 0.3540
H -2.039 -3.491 0.408 0.546 0.298 0.341 0.2546
H 0.293 -2.559 -0.332 -0.321 -0.141 -0.186 0.4856
O 2.495 -0.318 -1.368 1.203 0.299 -3.740 0.7775
P 3.266 0.088 -2.688 -0.284 -0.709 2.588 0.9691
C 2.246 0.771 -3.989 -1.416 0.065 0.629 0.1405
C 2.365 0.398 -5.314 -0.704 -0.210 -1.758 -0.3286
C 1.561 1.046 -6.295 1.196 -0.863 0.867 -0.5892
C 0.642 2.005 -5.928 -0.747 0.530 -0.540 -0.7485
C 0.337 2.209 -4.606 1.517 -1.034 2.042 -0.5234
C 1.167 1.603 -3.605 0.007 0.896 -1.335 0.0028
C 4.459 1.352 -2.271 0.517 0.970 -0.242 -0.0108
C 4.489 2.660 -2.828 -0.059 -1.344 0.357 -0.4966
C 5.488 3.541 -2.416 -0.118 0.789 -1.161 -0.4146
C 6.312 3.240 -1.335 0.191 1.089 -0.010 -0.5661
C 6.153 2.037 -0.689 0.993 -0.565 0.297 -0.3763
C 5.362 1.061 -1.242 -1.131 -0.257 0.055 -0.6365
C 4.115 -1.305 -3.476 0.121 1.132 0.149 -0.1080
C 5.388 -1.222 -4.050 0.159 0.799 0.314 -0.2239
C 5.850 -2.240 -4.880 0.796 1.238 -0.488 -0.4032
C 5.047 -3.328 -5.206 0.220 0.182 0.349 -0.7212
C 3.827 -3.424 -4.554 -0.976 -0.654 0.107 -0.3290
C 3.341 -2.417 -3.718 0.075 -1.393 0.260 -0.4673
H 2.995 -0.459 -5.639 -0.248 0.936 0.348 0.1762
H 1.647 0.740 -7.324 0.170 0.097 -0.226 0.4316
H 0.106 2.629 -6.654 0.115 -0.666 -0.013 0.3548
H -0.530 2.770 -4.314 -0.065 0.471 0.136 0.4347
H 1.072 1.873 -2.558 -0.375 -0.286 0.004 0.1479
H 3.711 2.872 -3.559 0.490 0.395 -0.118 0.4402
H 5.666 4.456 -3.033 -0.348 -0.635 0.888 0.3027
H 7.053 3.981 -0.976 -0.569 -0.534 -0.279 0.3189
H 6.709 1.785 0.209 0.033 0.127 -0.104 0.4194
H 5.322 0.084 -0.795 0.001 -0.251 0.285 0.3689
H 5.986 -0.297 -3.847 -0.426 -1.024 -0.307 0.3253
H 6.827 -2.034 -5.362 -0.629 -0.592 0.281 0.3268
H 5.402 -4.066 -5.924 -0.193 0.016 0.250 0.3713
H 3.180 -4.308 -4.650 0.440 0.317 -0.248 0.3836
H 2.436 -2.611 -3.136 0.031 0.335 -0.420 0.3294
O 0.733 1.411 1.481 -2.923 0.392 -3.004 -0.7032
C -0.098 1.515 0.444 1.619 0.621 2.259 1.0802
O 0.012 0.696 -0.513 -1.176 0.854 -0.177 -0.1715
C -1.143 2.669 0.351 -0.539 -0.503 1.001 -1.1069
C -2.060 2.657 -0.880 -0.384 0.119 -0.719 -0.4535
Ge -3.577 1.349 -0.969 1.188 -0.774 -0.525 1.8849
C -3.002 -0.015 -2.286 -0.088 -0.859 0.412 -0.1617
C -2.684 -1.351 -1.916 0.076 -0.034 0.463 -0.1020
C -2.349 -2.331 -2.853 0.028 0.659 -1.155 -0.4297
C -2.298 -1.968 -4.230 -0.679 0.122 1.272 -0.6754
C -2.717 -0.693 -4.581 0.344 0.918 -1.163 -0.7689
C -3.008 0.298 -3.634 0.068 -0.202 -0.057 0.0293
C -4.044 0.386 0.633 -1.076 -0.474 1.505 -0.2777
C -5.308 -0.264 0.597 0.684 0.463 0.539 -0.3641
C -5.889 -0.789 1.734 0.473 -0.589 0.390 -0.7533
C -5.268 -0.688 2.994 -0.198 0.082 -0.206 -0.3571
C -4.023 -0.038 3.083 -0.435 0.389 0.365 -0.6550
C -3.421 0.429 1.901 0.301 -0.002 -0.170 0.8365
C -5.286 2.066 -1.707 0.800 0.018 0.245 0.0663
C -5.904 1.308 -2.681 -1.740 -0.290 -1.426 -0.0441
C -6.949 1.857 -3.486 -0.147 0.006 -0.197 -0.6179
C -7.393 3.190 -3.303 0.809 -1.960 0.579 -0.6902
C -6.845 3.840 -2.210 -0.197 1.784 -0.248 -0.4091
C -5.825 3.324 -1.455 0.728 -0.164 0.395 -0.5818
H -0.630 3.634 0.383 0.283 -0.223 0.089 0.5642
H -1.792 2.655 1.275 0.904 -0.034 -0.784 0.3593
H -1.455 2.575 -1.834 -0.787 0.000 0.977 -0.3402
H -2.629 3.604 -0.905 0.568 0.000 -0.068 0.5880
H -2.636 -1.641 -0.851 -0.255 0.336 -0.598 -0.0437
H -2.173 -3.376 -2.583 0.183 0.474 0.190 0.3887
H -1.986 -2.671 -4.992 -0.157 -0.075 0.041 0.4252
H -2.792 -0.398 -5.651 0.268 -0.359 0.766 0.2943
H -3.232 1.336 -3.924 -0.043 -0.626 -0.202 0.4304
H -5.903 -0.357 -0.290 0.093 0.154 -0.616 0.3062
H -6.809 -1.360 1.586 0.125 0.277 0.390 0.3630
H -5.824 -1.133 3.841 0.703 0.512 -0.293 0.3202
H -3.543 0.261 4.063 -0.519 -0.927 -1.240 0.0945
H -2.395 0.798 2.003 -0.410 0.110 -0.061 -0.2806
H -5.658 0.247 -2.852 0.173 0.743 0.005 0.3371
H -7.416 1.244 -4.296 0.553 0.487 0.835 0.3131
H -8.150 3.632 -3.925 -0.101 0.079 -0.133 0.3944
H -7.074 4.889 -1.989 -0.395 -0.419 -0.167 0.3032
H -5.423 3.972 -0.679 0.126 -0.193 -0.020 0.3196
Cl 4.138 -2.901 3.355 0.242 -0.521 0.741 -0.1527
C 4.862 -2.164 1.941 -0.638 0.334 -1.819 -0.4075
C 4.371 -0.696 1.846 -3.254 -0.522 -0.829 0.4835
O 5.009 0.216 2.285 1.675 1.027 0.576 -0.6511
O 3.143 -0.533 1.358 3.362 -0.850 0.843 -0.5828
H 4.446 -2.752 1.092 0.463 0.551 0.420 0.1135
H 5.956 -2.208 1.932 -0.298 -0.039 0.376 0.4168
```
Forces are in eV/Å.

Summary:
Energy, eV: -182963.829
Total charge: -1
LUMO (spin up / spin down), eV: 2.1 / 2.2
HOMO (spin up / spin down), eV: -0.902 / -4.344
Spin multiplicity: 3
Kohn-Sham gap (spin up / spin down), eV: 3.03 / 6.50
F_max, eV/A: 4.2